Below is one molecule with the formula C4H7N3O, with properties calculated with ωB97M-V/def2-TZVPD.

```
15
Properties=species:S:1:pos:R:3:lowdin_charge:R:1
H -2.09442 -0.99969 -0.28861 0.043
N -1.37014 -1.08816 -0.97029 0.155
C -0.32585 -0.48231 -0.76399 -0.418
N 0.72486 -0.59901 -1.81676 0.037
O 1.52787 0.56412 -1.60265 -0.159
C 1.50642 0.60864 -0.09483 -0.102
C 0.14055 0.28833 0.39088 -0.382
C -0.93237 0.57956 1.48770 -0.040
N -0.11065 -0.64040 1.48818 0.024
H 0.13923 -0.19789 -2.69724 0.187
H 1.86421 1.67779 0.06430 0.138
H 2.21246 -0.03726 0.51156 0.141
H -1.89358 0.43552 0.96906 0.095
H -0.66934 1.36319 2.27351 0.133
H -0.71925 -1.47243 1.04917 0.147
```

- 2S+1: 1
- HOMO-LUMO gap: 10.1 eV
- Energy relative to the best compared isomer or geometry (same formula, charge and spin): 129.3 kcal/mol
- SMILES string: [H]/N=C1/NOC[C@@]12CN2
- HOMO: -9.33 eV

Below is one molecule with the formula C4H7N3O, with properties calculated with ωB97M-V/def2-TZVPD.

```
15
Properties=species:S:1:pos:R:3:lowdin_charge:R:1
H -1.56869 0.26474 -3.77491 0.052
N -1.27351 0.69226 -2.88122 0.078
C -0.70563 -0.23716 -2.23982 -0.284
N -0.14715 0.01446 -0.95645 0.023
C 0.50919 -0.89439 -0.19822 -0.162
C 1.03422 -0.69104 0.99846 -0.164
N 0.86099 0.52405 1.66925 0.005
C -0.27824 0.87640 2.35370 -0.380
O -0.34428 1.83640 3.06180 0.034
H -0.49273 -1.26451 -2.53596 0.119
H -0.31972 0.95842 -0.59631 0.148
H 0.64563 -1.85920 -0.65730 0.115
H 1.57275 -1.49126 1.55260 0.116
H 1.60277 1.16498 1.97040 0.154
H -1.09560 0.10586 2.23398 0.147
```

- 2S+1: 1
- HOMO-LUMO gap: 9.5 eV
- Energy relative to the best compared isomer or geometry (same formula, charge and spin): 26.3 kcal/mol
- SMILES string: [H]/N=C/N/C=C\NC=O
- HOMO: -8.68 eV

Below is a 2-piece molecular cluster, C4H7N3O overall, with properties calculated with ωB97M-V/def2-TZVPD.

```
15
Properties=species:S:1:pos:R:3:lowdin_charge:R:1
C -1.96491 0.09666 0.05441 -0.015
C 1.29001 -2.10191 -0.59367 -0.063
C 0.41993 0.88876 -0.37508 -0.499
C -0.58922 0.32307 0.59532 -0.413
N 1.65756 1.06041 0.15570 0.126
N 0.86030 -2.37184 0.44034 0.066
N 0.02345 1.17665 -1.54383 0.145
O -0.25429 0.03801 1.72470 0.054
H 2.44036 1.19042 -0.48690 0.111
H 1.86363 0.54746 1.02652 0.103
H 0.41868 -2.48260 1.33468 0.084
H 0.74975 1.54294 -2.15488 0.059
H -2.01718 0.42616 -0.97458 0.059
H -2.21050 -0.96529 0.11742 0.089
H -2.68758 0.63109 0.67984 0.094
```

- 2S+1: 1
- HOMO-LUMO gap: 10.0 eV
- Energy relative to the best compared isomer or geometry (same formula, charge and spin): 41.4 kcal/mol
- HOMO: -9.67 eV

Below is C4H7N3O as an isolated structure, with properties calculated with ωB97M-V/def2-TZVPD.

```
15
Properties=species:S:1:pos:R:3:lowdin_charge:R:1
C -1.99782 0.64413 -0.01742 -0.175
C -0.94568 1.54393 0.17315 -0.129
C 0.37175 1.26524 -0.09413 -0.088
C 2.92335 -1.01709 -0.00466 -0.112
H -2.55213 -2.26952 0.53217 0.252
H -3.07611 0.82762 -0.15166 0.129
H -1.06190 2.64076 -0.17617 0.119
H 1.07174 2.03964 -0.23066 0.096
H 0.14130 -0.64806 -0.07087 0.079
H 2.49516 -2.18600 0.43418 0.156
H 3.96660 -0.82009 -0.31108 0.065
N -1.72446 -0.61730 0.29448 -0.103
N 0.91573 -0.03007 -0.01216 -0.017
N 2.27137 -0.00360 -0.05975 -0.078
O -2.79889 -1.36959 -0.30541 -0.195
```

- 2S+1: 1
- HOMO-LUMO gap: 8.4 eV
- Energy relative to the best compared isomer or geometry (same formula, charge and spin): 170.7 kcal/mol
- HOMO: -7.93 eV

Below is a 2-piece molecular cluster, C4H7N3O overall, with properties calculated with ωB97M-V/def2-TZVPD.

```
15
Properties=species:S:1:pos:R:3:lowdin_charge:R:1
C -2.45268 0.22733 -0.13642 -0.160
C -2.00297 -0.45886 0.95233 -0.081
C 1.78986 -0.79775 -0.36363 -0.071
C 0.88417 0.27986 -0.68962 -0.078
N -1.49815 0.47868 -0.94582 0.139
N -0.69424 -0.64174 0.78207 0.127
N -0.38771 0.01869 -0.30322 -0.208
O 1.31189 1.65561 0.94041 -0.261
H -3.47882 0.40928 -0.28682 0.101
H -2.56917 -0.65327 1.80032 0.092
H 1.29948 -1.32900 0.41277 0.056
H 2.83012 -0.71472 0.01474 0.108
H 1.84518 -1.50012 -1.20505 0.099
H 0.97088 0.98785 -1.51379 0.143
H 2.15215 2.03816 0.54172 -0.004
```

- 2S+1: 1
- HOMO-LUMO gap (spin up / spin down): 8.7 / 8.7 eV
- Energy relative to the best compared isomer or geometry (same formula, charge and spin): 108.9 kcal/mol
- HOMO (spin up / spin down): -9.34 / -9.33 eV

Below is C4H7N3O as an isolated structure, with properties calculated with ωB97M-V/def2-TZVPD.

```
15
Properties=species:S:1:pos:R:3:lowdin_charge:R:1
C 1.90273 -1.10247 -0.37798 -0.025
C 1.17940 0.29451 -0.15802 -0.431
C -0.97995 0.16232 0.06879 -0.457
C -2.26070 0.10558 -0.73603 -0.133
H 1.44307 -1.86116 0.21410 0.043
H 3.03457 -0.77894 -0.33523 0.111
H 1.63867 -1.29152 -1.52965 0.115
H 1.16622 2.32589 0.22017 0.044
H -2.04275 0.15569 1.66384 0.163
H -0.44074 0.26290 2.11884 0.204
H -1.85016 0.01745 -1.73798 0.112
N 1.81963 1.48739 0.25224 0.075
N -0.06883 0.46632 -0.73502 0.103
N -1.09471 -0.52134 1.35026 0.066
O -3.44646 0.27738 -0.27835 0.011
```

- 2S+1: 1
- HOMO-LUMO gap: 9.5 eV
- Energy relative to the best compared isomer or geometry (same formula, charge and spin): 119.2 kcal/mol
- HOMO: -10.03 eV

Below is one molecule with the formula C4H7N3O, with properties calculated with ωB97M-V/def2-TZVPD.

```
15
Properties=species:S:1:pos:R:3:lowdin_charge:R:1
N 0.64509 -1.40040 -1.89899 -0.024
N 1.80675 -1.17141 -1.25231 -0.024
C 1.73809 -0.52893 -0.11098 -0.114
C 0.61667 0.15620 0.44850 -0.290
N 0.91940 1.16959 1.15144 0.126
O -0.23799 1.66902 1.76083 -0.130
C -1.37215 1.23337 0.98805 -0.169
C -0.85458 -0.08587 0.46938 -0.119
H -0.22204 -0.93726 -1.59907 0.054
H 0.65952 -1.51556 -2.96647 0.129
H 2.58440 -0.51851 0.44212 0.073
H -2.28657 1.28336 1.64800 0.141
H -1.51492 1.98334 0.17681 0.125
H -1.32350 -0.41562 -0.40870 0.074
H -1.15817 -0.92131 1.15139 0.146
```

- 2S+1: 1
- HOMO-LUMO gap: 9.2 eV
- Energy relative to the best compared isomer or geometry (same formula, charge and spin): 95.8 kcal/mol
- SMILES string: N/N=C\C1=NOCC1
- HOMO: -8.57 eV

Below is a 2-piece molecular cluster, C4H7N3O overall, with properties calculated with ωB97M-V/def2-TZVPD.

```
15
Properties=species:S:1:pos:R:3:lowdin_charge:R:1
C -0.26856 -0.15280 0.18887 -0.334
C 1.48194 -1.28258 -0.06696 -0.150
C 1.96619 -0.04886 -0.10777 -0.086
C 0.97960 0.83764 0.35508 -0.336
H -3.46769 0.03603 -0.44322 0.123
H -2.88860 -1.03816 0.66048 0.100
H -0.36468 -1.87254 -0.85259 0.144
H 2.13728 -2.32729 0.12257 0.177
H 2.94862 0.23135 -0.40224 0.108
H 1.07004 0.98069 1.52708 0.191
H -0.81674 1.22459 -1.03196 0.342
N -2.49964 -0.39508 -0.10572 -0.066
N -1.40617 0.45286 0.23956 -0.040
N 0.10943 -1.45162 -0.06696 0.085
O 0.37518 2.05023 -0.28295 -0.260
```

- 2S+1: 1
- HOMO-LUMO gap: 9.2 eV
- Energy relative to the best compared isomer or geometry (same formula, charge and spin): 180.3 kcal/mol
- HOMO: -8.71 eV

Below is one molecule with the formula C4H7N3O, with properties calculated with ωB97M-V/def2-TZVPD.

```
15
Properties=species:S:1:pos:R:3:lowdin_charge:R:1
N 2.56907 -0.28571 0.59178 -0.021
O 1.14568 -0.18957 0.68553 -0.269
C 0.47456 0.97999 0.00128 -0.119
C -0.92472 0.62769 0.02146 -0.302
C -1.90305 0.71986 -0.92822 -0.073
N -3.12170 0.19412 -0.44273 0.057
C -2.87887 -0.08214 0.79699 -0.197
N -1.54901 0.15630 1.10979 0.099
H 2.86560 0.78953 0.40996 0.125
H 2.75247 -0.86746 -0.29601 0.100
H 0.83128 0.98688 -0.96302 0.085
H 0.77613 2.00557 0.51698 0.163
H -1.75986 1.06313 -1.88466 0.077
H -3.61737 -0.49247 1.48299 0.118
H -1.22917 -0.07376 2.03820 0.157
```

- 2S+1: 1
- HOMO-LUMO gap: 9.6 eV
- Energy relative to the best compared isomer or geometry (same formula, charge and spin): 76.1 kcal/mol
- SMILES string: NOCc1cnc[nH]1
- HOMO: -8.85 eV

Below is one molecule with the formula C4H7N3O, with properties calculated with ωB97M-V/def2-TZVPD.

```
15
Properties=species:S:1:pos:R:3:lowdin_charge:R:1
H -3.58447 -1.16991 0.36712 0.068
N -2.90472 -0.29931 0.34494 0.032
C -1.75515 -0.93183 -0.09808 -0.211
N -0.61200 -0.18198 -0.04732 -0.240
C -0.80640 1.24336 -0.17701 -0.115
N 0.62947 -0.69232 -0.12595 0.064
C 1.63313 0.07754 0.06282 -0.125
C 2.97009 -0.65806 -0.04343 -0.183
O 4.01393 0.01667 0.19747 -0.016
H -1.49090 -1.98807 -0.32698 0.127
H -1.90599 1.46804 -0.48125 0.085
H -0.07802 1.79997 -0.90075 0.106
H -0.78448 1.79412 0.94970 0.145
H 1.73471 1.22530 0.45037 0.171
H 2.94078 -1.70349 -0.17166 0.093
```

- 2S+1: 1
- HOMO-LUMO gap: 8.8 eV
- Energy relative to the best compared isomer or geometry (same formula, charge and spin): 96.1 kcal/mol
- SMILES string: [H]/N=C/N(C)/N=C/C=O
- HOMO: -9.07 eV

Below is a 4-piece molecular cluster, C4H7N3O overall, with properties calculated with ωB97M-V/def2-TZVPD.

```
15
Properties=species:S:1:pos:R:3:lowdin_charge:R:1
C 0.13880 0.34490 -0.54226 -0.402
C -0.87568 -0.56133 -0.81503 -0.329
C -1.09213 -1.43137 0.43153 -0.015
C 0.19273 -1.22434 1.16912 -0.102
H -0.44658 2.07239 -0.77244 0.159
H 1.05386 1.75784 -1.77330 0.127
H -1.78221 -1.97214 -1.94682 0.343
H -1.73151 -2.27236 0.39975 0.057
H 0.34983 -1.49285 2.30263 0.128
H 0.92401 1.28947 2.12300 0.205
H 2.19052 1.78195 0.11569 0.239
N 0.53643 1.60099 -0.85415 0.002
N 0.84646 -0.18087 0.54794 -0.227
N 1.85391 0.82576 1.10361 -0.048
O -2.15844 -0.53804 -1.48927 -0.138
```

- 2S+1: 1
- HOMO-LUMO gap: 7.3 eV
- Energy relative to the best compared isomer or geometry (same formula, charge and spin): 273.5 kcal/mol
- HOMO: -8.09 eV

Below is one molecule with the formula C4H7N3O, with properties calculated with ωB97M-V/def2-TZVPD.

```
15
Properties=species:S:1:pos:R:3:lowdin_charge:R:1
C 2.67826 0.25501 0.16890 -0.363
C 0.41122 -0.84474 0.24989 -0.508
C -2.08916 -1.01867 0.09617 -0.004
C -0.87885 1.18292 -0.34412 -0.006
N 1.50492 0.07129 0.34945 0.209
N 3.60047 0.96830 -0.06035 0.177
N -0.78965 -0.31705 0.07245 -0.112
O 0.68959 -2.04867 0.16285 0.063
H -2.59789 -0.40584 -0.59810 0.064
H -1.85297 -2.04348 -0.06801 0.078
H -2.57609 -1.03426 1.08518 0.099
H 0.16565 1.45154 -0.67009 0.085
H -1.65831 1.32297 -1.04615 0.051
H -1.13976 1.83419 0.56813 0.107
H 4.53256 0.62648 0.03379 0.061
```

- 2S+1: 3
- HOMO-LUMO gap (spin up / spin down): 6.0 / 6.6 eV
- Energy relative to the best compared isomer or geometry (same formula, charge and spin): 36.8 kcal/mol
- HOMO (spin up / spin down): -5.21 / -9.67 eV
- ⟨S²⟩: 2.020